(1)
This record from OMol25 describes 3 unconnected molecules or ions with the total composition C29H56BN3O9P. The level of theory is ωB97M-V with the def2-TZVPD basis set.

Properties
Frontier orbital gap in eV: 7.59
Net charge: +1

Geometry as XYZ:
```
99
Properties=species:S:1:pos:R:3:forces:R:3
C 4.69623 -4.65765 -0.82370 -0.255 -0.025 0.029
C 4.35322 -3.63642 -1.34694 0.151 0.260 -0.009
C 3.97667 -2.35743 -1.96683 0.030 -0.406 0.023
C 2.67885 -1.79851 -1.36608 -0.333 -0.303 -0.009
C 2.87568 -0.61892 -0.40336 0.418 -0.527 -0.214
N 1.63912 0.26058 -0.51952 0.445 -0.420 -0.492
O 2.03670 1.35386 -1.34168 0.206 0.153 0.379
B 1.66508 2.67586 -0.93803 -0.464 0.565 0.017
O 2.62083 3.43216 -0.35535 0.108 -0.463 0.136
O 0.43804 3.20235 -1.29972 0.132 -0.589 0.177
P 0.94004 0.94143 1.07019 -0.232 0.613 0.164
C -0.19914 -0.35712 1.63384 0.126 0.084 0.154
C 2.37806 0.84670 2.19504 0.012 -0.502 -0.255
C 2.61307 -0.46840 2.95808 0.328 0.267 0.056
C 0.70666 -0.55936 -1.36230 -0.564 -0.539 0.104
C -0.52195 0.15603 -1.89986 0.297 0.268 -0.486
O -1.49557 -0.83053 -2.15563 0.005 -0.177 -0.018
C -2.63025 -0.75067 -1.36345 -0.063 0.019 0.012
C -2.82698 -1.68174 -0.36144 0.176 -0.182 -0.011
C -3.95882 -1.59841 0.43061 -0.143 0.126 0.147
C -4.87840 -0.58616 0.21465 -0.123 0.020 0.076
C -4.68566 0.32991 -0.80750 -0.121 -0.036 0.131
C -3.56105 0.24503 -1.60506 0.154 0.140 -0.137
C 1.60451 -1.32377 -2.33133 0.258 0.465 -0.603
O 2.22555 -0.56910 -3.35075 0.078 0.122 0.255
H 4.92970 -5.58733 -0.36357 0.114 -0.010 -0.015
H 4.80964 -1.66602 -1.84488 -0.035 0.146 -0.118
H 3.84129 -2.51725 -3.03594 0.030 0.111 -0.061
H 2.20030 -2.61408 -0.82108 0.086 -0.010 0.170
H 3.72392 -0.00184 -0.67873 -0.050 0.139 -0.039
H 3.02768 -1.00593 0.59771 -0.240 0.301 0.163
H 2.28472 4.30886 -0.13925 0.164 0.206 -0.113
H -0.12306 3.29514 -0.52314 -0.227 0.309 -0.106
H -1.21281 -0.05356 1.38805 -0.099 -0.189 -0.148
H -0.10642 -0.38155 2.72091 -0.030 0.046 0.060
H 0.00321 -1.36258 1.27581 -0.001 -0.066 -0.008
H 3.24934 1.10438 1.59291 0.026 0.227 -0.023
H 2.22591 1.68976 2.86756 0.034 0.049 0.095
H 2.28065 -0.37888 3.98791 -0.188 -0.134 0.028
H 2.13649 -1.32733 2.49294 -0.125 -0.065 0.088
H 3.67910 -0.68618 3.00043 0.045 0.006 0.022
H 0.32488 -1.35815 -0.72341 -0.009 0.161 0.219
H -0.29188 0.65290 -2.84437 0.029 0.152 0.035
H -0.88318 0.92544 -1.21833 -0.051 0.003 0.098
H -2.10644 -2.47600 -0.21821 0.044 -0.052 -0.020
H -4.13139 -2.30681 1.22641 0.049 -0.195 -0.007
H -5.75725 -0.51448 0.83784 -0.068 -0.017 0.040
H -5.42477 1.09809 -0.97658 -0.012 0.092 -0.086
H -3.39408 0.93387 -2.42133 -0.018 0.067 -0.047
H 1.02389 -2.12398 -2.79402 -0.028 -0.225 0.260
H 1.58286 -0.03675 -3.82846 -0.077 -0.036 -0.096
C 5.90736 8.68399 -3.70262 0.048 -0.026 -0.044
O 6.03722 7.27593 -3.74176 -0.097 0.071 -0.012
C 5.73293 6.61108 -2.52694 0.122 -0.103 0.043
C 4.45020 5.81548 -2.63970 -0.103 0.069 -0.077
N 3.28741 6.68699 -2.74418 0.071 -0.087 -0.109
C 2.04027 6.01612 -3.09421 0.053 0.221 0.063
C 1.95715 5.25921 -4.41582 -0.140 -0.175 0.029
O 1.98495 6.07516 -5.56298 0.052 0.048 -0.003
C 3.27107 6.45861 -6.01608 -0.075 0.042 -0.082
H 6.35499 9.07382 -4.61442 0.003 -0.017 -0.009
H 4.86048 9.00548 -3.66666 0.005 0.015 0.063
H 6.43534 9.10756 -2.84375 -0.010 0.019 0.009
H 5.67886 7.32255 -1.69727 -0.065 0.021 -0.010
H 6.55275 5.91663 -2.32259 0.014 0.023 0.014
H 4.34603 5.18999 -1.74666 -0.005 -0.030 -0.009
H 4.55781 5.14512 -3.50345 0.043 -0.050 0.044
H 3.47628 7.40377 -3.43254 -0.003 0.026 0.015
H 1.25834 6.77900 -3.10244 -0.044 -0.040 0.005
H 1.78808 5.31700 -2.29015 -0.018 -0.046 -0.013
H 0.98434 4.75884 -4.43383 0.000 0.000 -0.007
H 2.71767 4.46963 -4.48977 0.076 0.071 0.011
H 4.01091 5.67276 -5.84139 0.020 0.006 0.031
H 3.61220 7.38435 -5.54480 0.067 -0.047 0.035
H 3.19787 6.63708 -7.08783 -0.018 -0.013 0.000
C -7.41857 -5.75026 6.22357 0.009 0.074 0.024
O -6.14838 -5.13791 6.33585 -0.060 -0.060 -0.098
C -5.08439 -6.02394 6.65510 0.096 0.058 0.126
C -4.14149 -6.19765 5.48481 -0.054 -0.028 -0.115
N -4.76592 -6.93994 4.40017 -0.011 0.195 -0.039
C -4.02043 -6.95285 3.14800 -0.099 -0.141 0.068
C -3.73939 -5.62449 2.45420 0.164 -0.032 -0.075
O -4.88210 -4.98378 1.92063 0.012 0.124 0.009
C -5.63476 -4.21054 2.83660 -0.057 -0.021 -0.169
H -8.15819 -4.95311 6.17886 0.011 0.014 -0.001
H -7.50983 -6.35860 5.31681 0.006 -0.057 0.034
H -7.63402 -6.37964 7.09118 -0.015 -0.021 -0.004
H -5.47143 -6.99029 6.99036 -0.011 -0.029 -0.064
H -4.52841 -5.57775 7.48405 -0.023 -0.012 0.020
H -3.25722 -6.74620 5.82398 0.020 0.002 -0.015
H -3.81337 -5.19311 5.18057 0.052 0.004 0.061
H -5.69017 -6.56676 4.22978 -0.018 -0.026 0.019
H -4.57596 -7.57716 2.44473 0.033 -0.018 -0.016
H -3.06229 -7.45280 3.32526 0.026 0.026 0.004
H -3.09658 -5.83992 1.59624 -0.014 0.010 -0.011
H -3.18468 -4.93010 3.10010 -0.073 -0.006 0.064
H -4.99470 -3.73403 3.58524 -0.021 -0.046 0.065
H -6.40078 -4.80698 3.33710 0.040 0.054 0.124
H -6.14456 -3.43359 2.26488 0.002 -0.009 -0.015
```
Positions in Å, forces in eV/Å.

(2)
This record from OMol25 describes a molecular structure, C29H56ClGeMnN2O6SSi at a distorted geometry. The level of theory is ωB97M-V with the def2-TZVPD basis set.

Properties
Frontier orbital gap (alpha / beta) in eV: 6.32 / 8.05
Multiplicity: 5
Net charge: +2

Geometry as XYZ:
```
98
Properties=species:S:1:pos:R:3:forces:R:3
Mn -0.13105 1.45999 0.49273 -0.418 -0.055 0.058
C -4.79989 -3.25852 -1.17054 -0.086 0.024 0.043
C -3.40714 -3.45626 -1.75332 0.024 0.055 -0.060
C -2.30044 -3.44884 -0.70140 0.089 -0.070 0.078
C -2.18058 -2.09024 0.00451 -0.009 -0.022 -0.088
Ge -0.71628 -1.98334 1.27146 -0.008 0.016 0.152
C -0.85607 -2.83606 3.01075 0.090 0.081 -0.010
C -1.10985 -4.34726 3.04240 -0.097 -0.053 -0.071
C 0.08434 -5.18787 2.60640 0.024 -0.031 0.057
C 0.36228 -5.13152 1.11259 0.078 0.015 -0.140
H -5.56725 -3.41053 -1.92907 0.032 0.007 0.003
H -4.94375 -2.25079 -0.77261 0.021 -0.032 -0.007
H -4.99341 -3.96963 -0.36265 0.012 0.010 -0.035
H -3.19501 -2.68004 -2.49621 -0.027 -0.020 0.011
H -3.36428 -4.40556 -2.28932 -0.004 -0.027 0.027
H -1.34784 -3.70503 -1.17360 -0.013 -0.002 -0.013
H -2.50117 -4.23047 0.03783 -0.002 -0.001 -0.029
H -3.10534 -1.86501 0.54303 0.020 0.020 0.051
H -2.04899 -1.30350 -0.74395 0.019 0.017 0.054
H 0.68051 -1.75401 0.66517 -0.063 -0.008 0.026
H -1.68562 -2.31561 3.49686 -0.029 0.017 -0.034
H 0.04705 -2.59280 3.57685 -0.013 0.020 -0.012
H -1.98220 -4.59406 2.42759 0.026 -0.012 0.018
H -1.38573 -4.60838 4.06535 0.035 0.000 0.014
H -0.09991 -6.22675 2.88557 -0.013 0.012 -0.015
H 0.97013 -4.88114 3.17240 -0.023 0.015 -0.030
H -0.47961 -5.51678 0.53485 0.010 0.012 0.028
H 1.23994 -5.72177 0.84656 -0.036 -0.014 0.024
H 0.58496 -4.11746 0.74862 -0.024 -0.032 0.048
C -0.75186 6.24012 -3.21365 -0.045 -0.001 -0.040
C 0.64724 5.93595 -2.70681 -0.090 -0.022 -0.041
C 1.34329 4.91001 -3.58364 0.041 -0.078 -0.084
C 1.47590 7.20197 -2.59017 0.035 0.038 0.017
O 0.46280 5.39889 -1.36050 0.103 -0.011 0.361
Si 0.98274 4.15953 -0.48657 0.342 0.662 -0.732
S 0.18813 2.39992 -1.47409 -0.097 -0.351 -0.148
O 2.58392 3.90972 -0.41998 -0.219 0.044 0.269
C 3.57477 4.57331 0.43681 0.066 0.006 -0.148
C 3.71229 3.76036 1.71184 0.132 -0.036 0.064
C 3.15740 5.99870 0.75861 -0.019 0.065 -0.020
C 4.86085 4.55648 -0.36926 0.088 0.012 -0.008
O 0.33893 4.15302 1.00587 -0.182 -0.503 0.228
C -0.83922 4.80103 1.57806 -0.221 0.282 0.047
C -2.05453 4.48888 0.72500 -0.198 0.050 -0.019
C -0.61123 6.30484 1.64337 0.145 -0.029 0.079
C -0.97902 4.21172 2.97201 0.087 -0.029 -0.018
H -0.71215 6.63157 -4.23144 0.013 -0.007 0.044
H -1.23344 6.98526 -2.57858 0.012 -0.027 -0.010
H -1.36218 5.33456 -3.21823 0.022 0.018 -0.006
H 1.47835 5.31395 -4.58793 0.011 0.007 0.037
H 0.74593 3.99898 -3.68309 0.007 0.042 0.015
H 2.33047 4.65516 -3.18883 -0.045 0.002 0.010
H 1.55188 7.68715 -3.56462 -0.028 -0.019 0.029
H 2.48893 6.97737 -2.25333 -0.011 -0.005 0.007
H 1.01290 7.90220 -1.89334 0.023 -0.026 -0.012
H 2.74978 3.66313 2.21773 0.011 -0.004 -0.023
H 4.41097 4.24882 2.39368 -0.021 0.016 -0.038
H 4.11186 2.76767 1.48980 -0.016 0.252 0.035
H 2.25029 6.02612 1.36472 0.011 -0.029 -0.032
H 2.99501 6.57762 -0.14967 -0.014 -0.007 -0.005
H 3.94882 6.48772 1.32864 -0.025 -0.019 -0.013
H 5.16906 3.53026 -0.58346 -0.034 0.035 -0.009
H 5.66527 5.04576 0.18283 -0.036 -0.021 -0.014
H 4.72484 5.08040 -1.31651 0.006 -0.002 0.036
H -1.99548 4.95488 -0.26004 0.043 0.014 0.048
H -2.96046 4.83995 1.22315 0.063 0.121 -0.028
H -2.18187 3.41825 0.58726 0.018 -0.206 -0.047
H -0.44060 6.71607 0.64868 -0.016 -0.021 0.009
H 0.24624 6.53841 2.27690 -0.033 0.002 -0.006
H -1.48830 6.79077 2.07449 0.027 -0.037 -0.031
H -1.18062 3.13429 2.92364 -0.014 0.034 0.013
H -1.80294 4.68729 3.50611 0.005 -0.053 -0.036
H -0.06350 4.36449 3.54496 -0.017 0.002 -0.015
Cl -5.74903 1.95614 6.06811 0.036 -0.015 -0.049
C -4.67343 1.54641 4.79956 -0.066 0.029 0.083
C -4.95735 1.97227 3.50259 -0.002 0.007 0.006
C -4.08613 1.64769 2.48671 -0.055 0.038 -0.065
C -2.93720 0.89535 2.76507 -0.143 -0.317 -0.221
C -2.67121 0.46733 4.07104 0.070 -0.034 0.026
C -3.53500 0.79664 5.09188 0.008 -0.008 0.014
C -2.02895 0.58392 1.68753 0.192 0.040 -0.198
O -2.12610 1.03693 0.51129 0.027 0.533 0.220
O -0.89139 -0.07353 1.90434 -0.131 0.109 0.279
H -5.85512 2.54623 3.31438 0.051 -0.024 -0.016
H -4.28522 1.96698 1.47175 0.004 -0.010 0.016
H -1.77722 -0.10557 4.27724 -0.001 0.014 0.019
H -3.34828 0.48565 6.11114 0.009 0.008 -0.051
C 4.90389 -0.04993 1.59738 0.003 0.055 -0.020
N 3.54840 0.46944 1.73402 0.015 -0.286 -0.152
C 2.73766 0.87882 0.77383 -0.197 -0.005 0.016
N 3.03754 0.80988 -0.51635 0.147 -0.017 -0.025
O 1.59096 1.34048 1.14947 0.500 -0.209 0.032
H 4.97131 -1.03468 2.05301 0.002 -0.003 0.026
H 5.61400 0.62302 2.07444 0.008 0.007 0.012
H 5.17794 -0.14888 0.55139 -0.002 -0.012 0.008
H 3.16906 0.58684 2.65784 0.008 -0.009 0.162
H 3.96356 0.56946 -0.82488 0.005 -0.013 -0.005
H 2.46133 1.35184 -1.14789 -0.034 0.022 -0.031
```
Positions in Å, forces in eV/Å.

The calculation returns the following molar mass values, one per record and in order: 632.57 751.93 g/mol.